[1]
2 unconnected molecules or ions with the total composition C4H8N3 at a distorted geometry, computed with ωB97M-V/def2-TZVPD.

Summary:
**HOMO**: -14.2814 eV
**Frontier orbital gap**: 0.3984 Ha
**Largest force on an atom**: 0.08225 hartree/bohr
**Total charge**: +1

```
15
Properties=species:S:1:pos:R:3:forces:R:3
C -0.027 1.208 -0.573 -0.159 -0.601 1.658
C -0.433 -2.570 1.690 0.196 -0.658 -2.086
C 0.380 2.398 -1.325 -2.162 -0.669 -0.677
C 0.713 0.963 -1.781 0.747 1.790 2.994
N -0.590 0.619 0.418 -1.525 2.678 1.904
N -0.897 -3.469 1.116 -0.309 -0.428 0.620
N 0.107 -1.444 1.828 -0.930 1.041 0.017
H -0.468 2.950 -1.764 0.701 -0.241 -0.043
H 1.225 2.954 -1.040 0.730 0.747 0.603
H 1.700 0.686 -1.568 1.570 -0.266 0.024
H 0.299 0.432 -2.509 -1.944 -1.769 -3.313
H -1.133 1.308 1.156 1.859 -1.733 -2.489
H -1.286 -4.285 0.669 0.075 0.268 0.457
H 0.774 -1.206 2.518 0.563 -0.065 0.888
H -0.362 -0.542 1.162 0.587 -0.093 -0.556
```
Forces are in eV/Å.

[2]
2 unconnected molecules or ions with the total composition C26H24N3 at a distorted geometry, computed with ωB97M-V/def2-TZVPD.

Summary:
**HOMO**: -11.2470 eV
**Frontier orbital gap**: 0.2515 Ha
**Largest force on an atom**: 0.04179 hartree/bohr
**Total charge**: +1

```
53
Properties=species:S:1:pos:R:3:forces:R:3
C 4.418 0.074 1.739 0.542 0.300 -0.022
N 3.004 -0.241 1.666 -1.394 1.624 -0.194
C 1.999 0.663 1.497 0.799 -1.298 0.002
C 0.747 -0.003 1.574 -0.609 -0.385 0.079
C -0.500 0.531 1.263 1.407 0.381 0.953
C -1.758 -0.136 1.513 -1.679 -0.856 -0.064
C -2.067 -1.306 0.792 0.000 -0.014 -0.126
C -3.311 -1.911 0.880 0.393 0.261 0.303
C -4.258 -1.438 1.791 0.142 0.018 0.097
C -5.559 -2.173 1.912 -0.356 -0.014 0.072
C -3.948 -0.317 2.577 -0.012 -0.200 -0.125
C -2.741 0.355 2.416 0.871 0.125 -0.581
C 1.057 -1.406 1.905 0.688 0.148 -0.263
C 0.309 -2.532 2.215 -0.042 -0.619 0.246
C 0.962 -3.763 2.390 0.006 0.525 0.071
C 2.362 -3.851 2.343 0.191 0.456 -0.239
C 3.142 -2.706 2.111 -0.321 -0.252 -0.029
C 2.465 -1.519 1.867 -0.624 -0.228 0.518
H 4.977 -0.862 1.809 -0.066 0.339 -0.089
H 4.732 0.624 0.843 -0.076 -0.238 0.188
H 4.652 0.692 2.618 -0.216 -0.287 -0.220
H 2.184 1.725 1.350 0.112 -0.306 -0.011
H -0.528 1.590 0.989 -0.042 -0.178 0.143
H -1.308 -1.709 0.123 -0.365 0.141 0.221
H -3.535 -2.776 0.256 0.048 0.157 0.188
H -6.210 -1.709 2.656 0.037 -0.094 -0.105
H -6.086 -2.183 0.950 0.078 0.051 0.187
H -5.405 -3.224 2.194 0.046 0.283 -0.019
H -4.674 0.031 3.315 0.252 -0.043 -0.258
H -2.498 1.250 2.994 -0.280 -0.256 -0.095
H -0.765 -2.447 2.369 0.353 -0.233 -0.162
H 0.368 -4.655 2.593 0.215 0.276 0.000
H 2.849 -4.815 2.487 -0.119 0.284 0.012
H 4.230 -2.714 2.112 -0.267 -0.331 0.028
C 1.742 4.725 -4.354 -0.069 -0.211 0.128
C 2.469 3.992 -3.402 -0.380 -0.224 -0.233
C 2.000 2.745 -2.972 -0.184 0.394 -0.344
C 0.772 2.272 -3.458 0.258 0.859 -0.268
N 0.178 1.169 -2.819 -0.552 -1.550 0.695
C 0.465 0.747 -1.530 -0.992 0.167 -1.677
N -0.394 -0.162 -1.139 0.547 0.347 0.030
C -1.273 -0.381 -2.174 0.615 0.740 -0.584
C -0.929 0.419 -3.241 0.544 0.044 1.031
C 0.066 2.963 -4.450 0.369 0.459 0.190
C 0.554 4.204 -4.891 0.342 -0.336 0.252
H 2.105 5.707 -4.672 -0.164 -0.403 0.096
H 3.395 4.388 -2.980 -0.267 -0.114 -0.243
H 2.568 2.144 -2.260 -0.125 0.314 -0.241
H 1.281 1.188 -0.980 -0.220 -0.144 0.128
H -2.086 -1.084 -2.086 0.074 0.024 -0.070
H -1.337 0.490 -4.232 -0.011 0.082 0.004
H -0.877 2.565 -4.830 0.296 0.239 0.148
H -0.004 4.771 -5.639 0.205 -0.223 0.252
```
Forces are in eV/Å.

[3]
A molecular structure, C4H9Cl8HgO at a distorted geometry, computed with ωB97M-V/def2-TZVPD.

Summary:
**HOMO**: -4.8808 eV
**Frontier orbital gap**: 0.2650 Ha
**Largest force on an atom**: 0.05347 hartree/bohr
**Total charge**: -1

```
23
Properties=species:S:1:pos:R:3:forces:R:3
Hg 0.539 0.366 -0.044 0.885 1.014 -2.398
C -0.225 -2.571 -1.955 -0.404 1.097 0.115
O 0.124 -1.793 -0.857 0.472 0.894 1.280
H -0.476 -2.024 -2.863 0.225 0.468 -0.336
H 0.537 -3.298 -2.237 0.329 -0.206 0.101
H -1.157 -3.095 -1.745 -0.243 -0.522 0.224
Cl 1.522 2.402 1.307 -0.679 -1.250 -0.248
Cl 1.035 2.081 -2.233 -0.321 -0.767 0.519
C -3.878 1.695 -0.511 -0.349 0.326 0.844
Cl -2.367 0.907 -0.008 -0.931 -0.386 -0.014
Cl -3.493 2.971 -1.627 -0.185 0.418 -0.619
H -4.650 1.031 -0.898 0.683 -0.338 -0.375
H -4.342 2.154 0.362 0.397 0.001 0.113
C -1.689 -0.612 3.352 -0.510 -0.788 0.014
Cl -2.476 0.969 3.577 0.658 -0.280 -0.197
Cl -0.351 -0.817 2.166 -0.731 -0.079 1.282
H -1.332 -0.983 4.313 0.180 0.412 -0.157
H -2.474 -1.292 3.020 0.140 0.205 -0.121
C 5.118 0.308 -0.725 -0.140 0.238 -0.544
Cl 5.649 1.617 0.338 0.386 0.074 -0.197
Cl 3.474 -0.135 -0.270 0.559 -0.824 -0.068
H 5.066 0.622 -1.767 -0.004 0.435 0.268
H 5.847 -0.502 -0.695 -0.418 -0.140 0.512
```
Forces are in eV/Å.

[4]
6 unconnected molecules or ions with the total composition C35H58N2O17 at a distorted geometry, computed with ωB97M-V/def2-TZVPD.

Summary:
**HOMO**: -8.7833 eV
**Frontier orbital gap**: 0.3008 Ha
**Largest force on an atom**: 0.09246 hartree/bohr
**Total charge**: 0
**Structure (SMILES)**: CCCOCc1ccc2nccnc2c1C[C@@H]1CO1.CCOC(=O)OC.CCOC(=O)OC.CCOC(=O)OC.CCOC(=O)OC.CCOC(=O)OC

```
112
Properties=species:S:1:pos:R:3:forces:R:3
C -0.137 3.813 -2.011 0.202 0.435 -0.351
C -1.199 4.782 -2.701 -0.592 -0.785 1.013
C -2.643 4.104 -2.745 0.522 1.309 0.459
O -2.888 3.420 -3.978 -0.345 -0.583 0.518
C -3.637 2.204 -3.760 0.734 -0.534 0.360
C -2.620 1.131 -3.211 0.491 -1.359 1.012
C -1.579 0.653 -4.209 0.530 -1.564 3.160
C -0.602 -0.303 -3.735 -1.271 1.161 -0.059
C -0.560 -0.846 -2.325 -0.835 1.333 -2.009
N 0.468 -1.734 -2.031 -2.276 0.797 3.158
C 0.383 -2.100 -0.723 -0.216 -0.057 -0.024
C -0.661 -1.673 0.251 -0.005 0.537 -1.467
N -1.664 -0.811 -0.066 2.519 -1.475 -1.209
C -1.600 -0.385 -1.389 -0.535 0.809 -0.585
C -2.650 0.619 -1.831 1.394 0.297 -1.960
C -3.703 1.102 -0.793 -2.178 -0.875 -1.302
C -5.221 0.683 -1.357 -1.727 2.183 1.053
C -6.352 1.837 -1.121 1.156 -4.064 2.180
O -6.242 0.493 -0.320 2.321 0.969 -2.032
H 0.343 3.099 -2.734 -0.627 0.573 0.649
H -0.612 3.221 -1.176 0.424 0.588 -0.855
H 0.697 4.426 -1.563 -0.795 -0.631 -0.424
H -0.883 5.123 -3.722 -0.303 -0.264 1.015
H -1.319 5.660 -1.998 0.196 -0.715 -0.996
H -3.439 4.904 -2.606 0.786 -0.811 -0.279
H -2.699 3.447 -1.837 -0.005 0.286 -1.021
H -4.050 1.824 -4.742 0.525 0.680 0.971
H -4.491 2.417 -3.063 0.738 -0.388 -0.584
H -1.549 1.017 -5.272 -0.144 -0.375 1.357
H 0.185 -0.643 -4.464 -0.864 0.214 1.045
H 1.169 -2.814 -0.347 -0.921 0.842 -0.461
H -0.623 -2.083 1.290 -0.071 0.452 -1.075
H -3.615 0.635 0.219 0.197 0.294 -1.064
H -3.771 2.214 -0.675 0.433 -1.007 -0.135
H -5.281 0.070 -2.338 0.035 0.844 1.936
H -7.410 1.649 -1.417 1.154 1.287 -0.694
H -6.030 2.627 -0.386 -0.648 -0.482 -1.297
C 5.085 5.327 3.617 -0.092 -0.246 0.161
C 4.393 5.856 2.377 0.360 0.354 0.393
O 3.725 4.804 1.668 -0.355 -0.056 -0.130
C 2.563 4.402 2.193 0.263 -0.060 0.030
O 2.039 4.847 3.184 0.016 -0.055 -0.216
O 2.090 3.401 1.439 0.049 0.222 0.050
C 0.894 2.811 1.946 -0.358 -0.240 0.024
H 5.752 4.501 3.362 0.058 0.131 -0.082
H 5.665 6.115 4.101 -0.040 -0.005 -0.049
H 4.363 4.942 4.339 -0.016 0.146 -0.032
H 5.137 6.268 1.694 -0.158 -0.219 -0.186
H 3.695 6.661 2.618 -0.097 -0.200 0.025
H 0.125 3.563 2.126 0.146 -0.002 0.107
H 1.110 2.257 2.861 -0.070 0.151 0.030
H 0.522 2.112 1.197 0.255 0.096 -0.097
C 6.577 9.518 8.668 -0.123 -0.245 0.150
C 5.882 10.038 7.425 0.336 0.325 0.367
O 5.219 8.980 6.721 -0.276 -0.031 -0.146
C 4.057 8.575 7.248 0.169 -0.126 0.043
O 3.532 9.021 8.237 0.056 -0.028 -0.225
O 3.590 7.568 6.499 0.116 0.256 0.043
C 2.396 6.972 7.008 -0.387 -0.291 0.005
H 7.248 8.693 8.415 0.063 0.136 -0.067
H 7.154 10.311 9.147 -0.008 -0.014 -0.068
H 5.857 9.132 9.392 -0.022 0.132 -0.045
H 6.624 10.450 6.740 -0.154 -0.214 -0.180
H 5.180 10.841 7.662 -0.099 -0.202 0.020
H 1.624 7.721 7.184 0.154 -0.001 0.105
H 2.616 6.424 7.925 -0.060 0.161 0.030
H 2.033 6.268 6.260 0.252 0.110 -0.101
C -2.841 -8.395 2.764 -0.292 0.098 -0.083
C -1.725 -7.369 2.810 -0.014 -0.550 0.338
O -1.912 -6.360 1.808 0.064 0.350 -0.019
C -2.833 -5.430 2.088 -0.067 -0.201 -0.118
O -3.497 -5.366 3.091 0.179 0.054 -0.154
O -2.908 -4.593 1.045 0.154 -0.107 0.186
C -3.928 -3.600 1.168 -0.292 0.375 -0.093
H -2.939 -8.809 1.758 0.145 -0.054 0.059
H -2.645 -9.208 3.465 0.049 0.036 -0.043
H -3.802 -7.946 3.019 0.100 0.015 0.093
H -0.775 -7.857 2.587 0.005 0.248 -0.198
H -1.632 -6.919 3.800 -0.148 0.122 -0.133
H -3.836 -3.050 2.105 -0.049 -0.167 -0.004
H -4.912 -4.066 1.093 0.054 0.022 0.167
H -3.812 -2.897 0.345 0.203 -0.194 -0.019
C 3.214 -11.642 2.123 -0.284 0.090 -0.095
C 4.323 -10.609 2.167 -0.024 -0.495 0.345
O 4.134 -9.601 1.165 0.000 0.332 0.012
C 3.209 -8.676 1.444 -0.017 -0.193 -0.144
O 2.545 -8.616 2.448 0.137 0.050 -0.156
O 3.131 -7.839 0.402 0.122 -0.121 0.219
C 2.107 -6.853 0.531 -0.291 0.347 -0.062
H 3.119 -12.058 1.118 0.144 -0.050 0.061
H 3.415 -12.452 2.826 0.044 0.036 -0.041
H 2.250 -11.198 2.377 0.102 0.018 0.094
H 5.277 -11.090 1.946 -0.016 0.238 -0.217
H 4.413 -10.155 3.156 -0.150 0.111 -0.126
H 2.198 -6.306 1.470 -0.052 -0.182 0.010
H 1.126 -7.326 0.456 0.031 0.061 0.152
H 2.216 -6.147 -0.291 0.186 -0.227 -0.050
C -2.309 -3.608 -9.449 0.183 0.166 -0.206
C -2.980 -2.844 -8.324 -0.211 -0.533 -0.235
O -2.199 -1.708 -7.931 -0.057 0.343 0.073
C -2.270 -0.648 -8.744 0.138 -0.235 -0.014
O -2.926 -0.568 -9.751 0.073 0.061 0.223
O -1.462 0.304 -8.257 -0.186 -0.124 0.044
C -1.366 1.462 -9.087 0.093 0.393 -0.151
H -1.286 -3.873 -9.174 -0.102 -0.088 0.098
H -2.863 -4.519 -9.679 0.013 0.031 0.063
H -2.249 -3.005 -10.356 -0.129 -0.016 0.055
H -3.059 -3.485 -7.446 0.158 0.263 0.114
H -3.994 -2.539 -8.593 0.151 0.158 -0.067
H -2.352 1.865 -9.320 0.054 -0.158 -0.069
H -0.824 1.220 -10.002 -0.167 0.004 -0.017
H -0.804 2.217 -8.538 -0.005 -0.234 0.146
```
Forces are in eV/Å.

[5]
15 unconnected molecules or ions with the total composition C15H60N30O15 at a distorted geometry, computed with ωB97M-V/def2-TZVPD.

Summary:
**HOMO (alpha / beta)**: -0.2197 / -6.6090 eV
**2S+1**: 2
**Frontier orbital gap (alpha / beta)**: 0.0565 / 0.2907 Ha
**<S²>**: 0.750
**Largest force on an atom**: 0.14507 hartree/bohr
**Total charge**: -1

```
120
Properties=species:S:1:pos:R:3:forces:R:3
C 27.608 22.740 1.465 0.771 0.635 2.187
O 27.273 21.599 1.427 -0.431 -3.466 -1.165
N 26.785 23.737 1.378 -4.743 4.323 -0.870
N 28.760 23.213 1.900 2.585 -1.336 0.178
H 27.054 24.593 1.843 -0.014 -0.115 -0.313
H 25.797 23.580 1.512 0.173 -0.399 -0.352
H 29.408 22.442 1.974 1.029 0.766 0.290
H 28.962 24.203 1.893 0.576 -0.595 -0.137
C 30.968 17.282 4.343 -1.156 -0.190 1.378
O 29.871 16.932 3.953 -2.028 -0.277 -1.079
N 31.236 17.235 5.648 0.336 -0.468 2.194
N 31.931 17.760 3.615 2.326 0.782 -1.637
H 32.152 17.465 6.005 -0.105 0.318 0.146
H 30.449 17.320 6.275 0.249 -0.304 -0.054
H 31.708 18.204 2.736 0.090 -0.201 0.074
H 32.651 18.169 4.194 0.318 0.452 -0.657
C 30.693 14.984 0.872 0.627 -1.458 2.362
O 31.162 14.104 1.563 0.775 -1.172 1.499
N 30.114 16.061 1.278 -1.169 2.451 1.964
N 30.704 14.896 -0.398 0.505 -0.983 -7.378
H 29.654 16.656 0.604 0.063 0.256 0.680
H 30.138 16.162 2.282 -0.736 0.862 0.169
H 31.149 14.111 -0.851 -0.086 0.190 0.328
H 30.482 15.685 -0.989 0.011 -0.110 0.165
C 31.083 25.432 1.693 -2.681 0.365 -1.059
O 31.716 24.794 0.870 1.056 -0.127 -1.639
N 30.049 26.237 1.352 -0.831 1.285 -0.056
N 31.179 25.126 2.944 1.228 -0.938 3.265
H 29.675 26.208 0.415 0.495 0.075 -0.988
H 29.366 26.594 2.005 0.598 -0.185 0.408
H 31.715 24.275 3.036 0.342 -0.089 1.045
H 30.813 25.589 3.764 -0.015 -0.064 -0.502
C 29.323 24.822 -1.670 0.890 -0.381 0.754
O 29.320 25.971 -1.250 -0.525 1.110 0.239
N 28.616 24.442 -2.706 -2.671 0.902 -3.221
N 29.990 23.825 -1.142 1.176 -1.578 1.309
H 28.527 23.536 -3.143 0.445 0.265 0.487
H 28.163 25.230 -3.147 -0.064 -0.395 -0.288
H 30.552 24.022 -0.326 0.470 -0.013 -0.143
H 30.239 23.036 -1.721 0.129 0.068 0.273
C 33.118 18.833 -3.247 1.839 -1.400 -1.280
O 33.780 18.215 -4.091 -0.684 0.040 0.366
N 31.916 18.457 -2.776 -2.252 -1.344 0.106
N 33.561 19.863 -2.559 0.746 2.046 1.087
H 31.479 17.606 -3.099 0.294 0.378 -0.217
H 31.313 19.107 -2.293 0.283 -0.171 0.049
H 32.846 20.333 -2.022 0.525 0.520 0.319
H 34.447 20.325 -2.703 -0.401 -0.226 -0.383
C 35.153 25.689 1.453 2.165 -1.200 2.183
O 36.252 25.767 1.978 1.500 -0.059 0.424
N 34.547 26.754 1.039 -2.708 3.501 -2.077
N 34.480 24.559 1.390 -0.877 -2.238 -0.415
H 34.909 27.681 1.213 0.131 -0.554 -0.069
H 33.654 26.664 0.576 0.047 0.207 0.094
H 34.875 23.729 1.809 0.031 0.314 -0.195
H 33.551 24.502 0.996 -0.045 0.012 0.142
C 30.051 21.495 -4.266 5.029 2.205 0.109
O 31.175 21.983 -4.430 0.339 -0.756 0.867
N 29.555 20.896 -3.241 -1.443 -2.074 3.603
N 29.188 21.658 -5.184 -4.471 0.872 -4.735
H 30.081 20.807 -2.383 0.273 0.111 0.365
H 28.548 20.816 -3.224 0.448 -0.367 0.536
H 29.422 22.335 -5.896 -0.304 -0.216 0.038
H 28.232 21.467 -4.919 -0.014 0.304 -0.932
C 31.083 21.110 0.021 0.694 -1.688 3.027
O 31.376 21.106 -1.144 1.124 1.644 -4.549
N 31.659 21.749 1.023 1.315 2.331 -0.839
N 30.301 20.186 0.454 -3.291 -2.861 0.668
H 32.311 22.431 0.662 0.384 0.119 1.065
H 31.577 21.401 1.967 0.078 0.488 0.175
H 30.098 20.109 1.440 -0.410 -0.196 0.169
H 29.973 19.484 -0.193 0.116 -0.094 0.279
C 29.439 20.524 4.096 2.461 1.354 -1.598
O 30.127 20.321 3.073 -0.201 0.597 0.550
N 29.400 21.637 4.807 0.567 2.521 0.002
N 28.715 19.647 4.652 -3.295 -5.082 1.701
H 30.151 22.290 4.632 -0.013 0.326 0.325
H 28.891 21.581 5.677 0.565 0.634 -0.132
H 28.368 19.788 5.590 0.058 -0.168 -0.301
H 28.763 18.686 4.346 0.028 -0.180 -0.216
C 28.359 18.163 -1.558 -0.102 1.000 0.060
O 29.392 17.944 -0.991 2.491 -1.198 0.895
N 27.677 19.247 -1.437 -2.317 5.546 2.194
N 27.791 17.456 -2.473 -0.741 -4.526 -3.476
H 27.937 19.954 -0.764 -0.047 -0.111 0.464
H 26.752 19.388 -1.818 0.346 -0.205 0.079
H 26.901 17.739 -2.858 0.578 -0.321 -0.208
H 28.437 16.894 -3.009 -0.646 -0.385 -0.097
C 33.539 24.334 -2.891 -1.893 -1.895 1.378
O 32.932 24.975 -3.685 -1.025 2.385 -2.937
N 34.400 24.851 -2.034 2.684 1.923 1.280
N 33.203 23.082 -2.591 0.270 -2.049 0.285
H 34.549 25.845 -2.137 0.295 -0.315 0.208
H 34.955 24.300 -1.395 -0.428 0.371 0.110
H 33.608 22.665 -1.765 -0.203 -0.163 -0.116
H 32.452 22.610 -3.073 0.085 0.142 -0.278
C 32.712 21.789 4.618 1.556 -3.011 -2.911
O 32.150 22.670 4.061 -2.579 3.929 -3.511
N 33.302 20.720 4.083 0.640 -0.944 -1.428
N 32.742 21.727 5.866 0.035 0.770 7.141
H 33.881 20.204 4.730 0.200 -0.411 -0.263
H 33.491 20.560 3.103 -0.010 0.251 0.029
H 32.493 22.592 6.324 0.121 -0.392 0.499
H 33.335 21.032 6.296 -0.136 0.059 0.755
C 35.829 21.794 -0.312 1.290 -0.478 -0.814
O 34.653 22.028 -0.344 -2.614 0.143 1.156
N 36.530 21.015 0.472 -0.568 -2.826 3.957
N 36.640 22.306 -1.180 2.251 2.816 -4.148
H 35.938 20.563 1.155 0.131 -0.467 0.429
H 37.426 20.573 0.321 -0.327 0.606 -0.382
H 36.260 22.980 -1.829 0.409 -0.280 -0.197
H 37.619 22.062 -1.225 -0.383 0.365 0.002
C 34.322 18.570 1.276 0.111 -0.380 1.132
O 34.540 19.569 2.000 -0.408 -0.918 -1.270
N 35.117 17.521 1.260 3.172 -1.094 0.842
N 33.242 18.282 0.569 -2.076 2.429 -0.319
H 35.037 16.762 0.599 0.089 0.223 0.404
H 35.901 17.605 1.891 0.086 -0.516 -0.325
H 33.183 17.524 -0.095 -0.168 0.456 0.104
H 32.701 19.133 0.509 -0.812 -0.437 -0.889
```
Forces are in eV/Å.